Entry 1:
C20H19CrN13O4S4 | ωB97M-V/def2-TZVPD

Each line ends with the natural charge from an NBO analysis.
Geometry (Å):
Cr (-0.48549, -0.45034, -0.43674)  1.27
N (-2.85221, -1.26964, 1.88266)  -0.59
C (-1.61314, -0.84924, 2.32035)  0.46
N (-1.24083, -0.80852, 3.57602)  -0.38
N (0.04865, -0.38040, 3.53663)  -0.08
N (0.43251, -0.18165, 2.32807)  -0.10
N (-0.61864, -0.47157, 1.50963)  -0.47
C (-3.25117, -1.11475, 0.58092)  0.50
N (-4.47853, -1.28079, 0.14728)  -0.39
N (-4.39836, -1.05985, -1.19071)  -0.13
N (-3.19277, -0.77529, -1.53589)  -0.10
N (-2.42197, -0.81271, -0.42093)  -0.48
H (-3.58080, -1.31814, 2.57259)  0.43
O (3.76052, -3.87267, -0.35248)  -0.70
C (4.30980, -2.64871, -0.31275)  0.43
C (5.70174, -2.56287, -0.30975)  -0.31
C (6.32926, -1.33264, -0.26604)  -0.17
C (5.58166, -0.15706, -0.23038)  -0.27
C (4.20246, -0.23623, -0.24200)  -0.13
C (3.54934, -1.46963, -0.28666)  -0.24
C (2.07481, -1.47217, -0.34471)  0.62
O (1.46431, -0.35764, -0.52168)  -0.71
N (1.45001, -2.62460, -0.24835)  -0.49
N (0.06430, -2.47353, -0.41314)  -0.40
C (-0.55540, -3.60066, -0.44175)  -0.05
S (-2.24562, -3.80072, -0.80961)  0.36
C (-2.30637, -5.50858, -0.21017)  -0.54
C (-1.01900, -6.18155, -0.62162)  -0.54
S (0.35294, -5.08250, -0.17815)  0.32
H (2.78077, -3.74948, -0.32820)  0.51
H (6.27006, -3.48525, -0.33322)  0.21
H (7.41232, -1.28862, -0.25583)  0.20
H (6.07131, 0.80861, -0.18722)  0.21
H (3.58905, 0.65550, -0.21253)  0.24
H (-3.17954, -5.97564, -0.66507)  0.24
H (-2.42752, -5.48940, 0.87205)  0.23
H (-0.99046, -6.34420, -1.69809)  0.22
H (-0.86048, -7.12715, -0.10413)  0.23
O (2.21060, 6.85907, 0.98932)  -0.68
C (2.61190, 6.10624, -0.06545)  0.78
O (3.57262, 6.45955, -0.69145)  -0.58
C (1.81283, 4.88660, -0.37574)  -0.22
C (0.63507, 4.53447, 0.28355)  -0.19
C (-0.10400, 3.43519, -0.11511)  -0.17
C (0.31684, 2.65215, -1.19081)  -0.15
S (-0.73821, 1.38341, -1.81474)  -0.18
C (1.52615, 2.96834, -1.81471)  -0.23
C (2.25773, 4.07169, -1.41328)  -0.15
H (1.45458, 6.44661, 1.41825)  0.48
H (0.25176, 5.11110, 1.12131)  0.19
H (-1.02568, 3.17968, 0.39215)  0.23
H (1.87818, 2.34075, -2.62413)  0.22
H (3.18955, 4.33237, -1.90001)  0.23
N (-5.43977, 1.98063, -0.74496)  -0.78
C (-5.02933, 2.57650, 0.38048)  0.29
N (-5.80292, 3.61943, 0.80292)  -0.81
S (-3.64067, 2.15904, 1.21163)  -0.30
H (-6.31772, 2.22921, -1.16818)  0.37
H (-5.02546, 1.10992, -1.03704)  0.44
H (-6.74920, 3.72265, 0.48048)  0.37
H (-5.57237, 3.98573, 1.70706)  0.41

Its expectation value of S² is 3.788. Its electronic energy is -4423.7746 hartree. The value obtained for the HOMO energy (alpha / beta) is -0.203 / -0.214 Ha. The spin multiplicity is 4. The largest force on an atom is 0.8 eV Å⁻¹. As for the charge: -1.

***

Entry 2:
C3H4HgLiO4 | ωB97M-V/def2-TZVPD

Each line ends with the natural charge from an NBO analysis.
Geometry (Å):
O (0.34228, 0.56325, -0.66355)  -0.45
C (1.35954, -0.27419, -0.19528)  1.07
C (-0.94178, 0.37539, -0.49735)  0.88
O (2.46366, 0.09451, -0.61359)  -0.85
O (1.04543, -1.23901, 0.49650)  -0.74
C (-1.78768, 1.30944, 0.16257)  -0.75
Hg (4.23647, 0.04985, -0.68217)  1.80
H (-2.65593, 1.57657, -0.44122)  0.35
H (-1.24433, 2.17961, 0.54050)  0.31
Li (1.81937, -2.40475, 1.74669)  0.99
O (-1.45489, -0.82025, -0.19726)  -0.59
H (-0.79541, -1.54812, -0.30733)  0.53
H (-2.38674, 0.13770, 0.65149)  0.43

Its electronic energy is -577.2563 hartree. The value obtained for the HOMO energy is -0.819 Ha. The spin multiplicity is 1. The largest force on an atom is 7.7 eV Å⁻¹. As for the charge: +3.

***

Entry 3:
CH2CoLiO | ωB97M-V/def2-TZVPD

Each line ends with the natural charge from an NBO analysis.
Geometry (Å):
C (-0.19916, 0.66118, -0.32604)  0.04
O (-0.67707, -0.39971, 0.14748)  -0.61
H (0.51743, 1.18338, 0.35671)  0.22
Co (-1.59613, 1.59666, -1.38804)  1.36
Li (0.19713, -1.93422, 0.80718)  0.97
H (1.75780, -1.10729, 0.40272)  0.02

Its expectation value of S² is 6.010. Its electronic energy is -1503.9333 hartree. The value obtained for the HOMO energy (alpha / beta) is -0.729 / -0.731 Ha. The value obtained for the relative energy (zero: lowest compared OMol25 entry of this formula, charge and spin) is 0.0 kcal/mol. The spin multiplicity is 5. The largest force on an atom is 4.2 eV Å⁻¹. As for the charge: +2.

***

Entry 4:
C30H21Cl2N6O4SY | ωB97M-V/def2-TZVPD

Each line ends with the natural charge from an NBO analysis.
Geometry (Å):
Y (-0.29575, -0.80656, 0.98133)  2.20
Cl (-1.86834, -6.89855, -2.27743)  0.01
C (-1.54377, -5.75493, -1.01674)  -0.06
C (-1.68845, -4.40343, -1.29479)  -0.26
C (-1.43592, -3.45139, -0.31469)  0.19
N (-1.53586, -2.05176, -0.49618)  -0.83
C (-2.18725, -1.51808, -1.54216)  0.61
O (-2.72639, -2.06300, -2.49950)  -0.64
C (-2.24042, 0.00268, -1.49443)  0.16
C (-2.87861, 0.68849, -2.51407)  -0.22
C (-2.88873, 2.07150, -2.48636)  -0.14
C (-2.25593, 2.73094, -1.44270)  -0.25
C (-1.64419, 1.97750, -0.45934)  0.06
N (-1.64167, 0.63884, -0.47765)  -0.57
C (-1.02686, -3.87455, 0.97033)  0.12
C (-0.89289, -5.23049, 1.23339)  -0.23
C (-1.14791, -6.16791, 0.24332)  -0.07
Cl (-0.95789, -7.84731, 0.62251)  0.01
N (-0.75048, -2.84670, 1.90468)  -0.82
C (-0.79562, -3.07625, 3.22868)  0.62
O (-1.01864, -4.11313, 3.83955)  -0.63
C (-0.55498, -1.82081, 4.05711)  0.16
C (-0.54582, -1.91507, 5.43814)  -0.21
C (-0.33357, -0.77111, 6.18650)  -0.13
C (-0.13540, 0.43682, 5.53406)  -0.25
C (-0.15880, 0.45349, 4.15325)  0.06
N (-0.36793, -0.65148, 3.42507)  -0.58
H (-2.00691, -4.09679, -2.27622)  0.26
H (-3.34139, 0.11001, -3.30048)  0.26
H (-3.37982, 2.63194, -3.27159)  0.22
H (-2.23212, 3.80995, -1.38653)  0.23
H (-1.12460, 2.44322, 0.36958)  0.24
H (-0.59250, -5.56320, 2.21243)  0.26
H (-0.70733, -2.88757, 5.87958)  0.26
H (-0.32080, -0.81936, 7.26759)  0.23
H (0.03759, 1.35317, 6.08013)  0.23
H (-0.00299, 1.36886, 3.59440)  0.23
C (0.86995, 2.21601, -5.75089)  -0.63
C (1.24832, 1.66230, -4.40571)  0.01
C (0.59221, 0.54400, -3.89494)  -0.20
C (0.93375, 0.01810, -2.66176)  -0.20
C (1.94664, 0.61885, -1.92438)  -0.29
C (2.63201, 1.71757, -2.42195)  -0.20
C (2.27271, 2.23435, -3.65685)  -0.20
S (2.30771, 0.03936, -0.29842)  2.33
O (3.72262, 0.07815, -0.09040)  -0.92
O (1.63808, -1.28055, -0.19832)  -1.02
N (1.41857, 0.87855, 0.71429)  -1.07
C (1.69170, 2.16874, 1.14896)  0.38
C (2.90895, 2.84050, 0.96602)  -0.30
C (3.03547, 4.12412, 1.45297)  -0.14
C (1.97131, 4.71999, 2.12064)  -0.30
C (0.82075, 3.97394, 2.27371)  0.06
N (0.67075, 2.73419, 1.80352)  -0.51
H (-0.20703, 2.37608, -5.81734)  0.22
H (1.14454, 1.52083, -6.54601)  0.23
H (1.36962, 3.16390, -5.94459)  0.22
H (-0.19376, 0.06970, -4.47113)  0.22
H (0.43672, -0.86628, -2.28372)  0.24
H (3.44352, 2.15863, -1.85976)  0.23
H (2.80334, 3.09329, -4.04907)  0.22
H (3.73914, 2.34559, 0.48566)  0.24
H (3.96937, 4.65549, 1.32079)  0.22
H (2.03711, 5.72244, 2.51806)  0.22
H (-0.03512, 4.38416, 2.79984)  0.19

Its electronic energy is -3142.4718 hartree. The value obtained for the HOMO energy is -0.272 Ha. The value obtained for the relative energy (zero: lowest compared OMol25 entry of this formula, charge and spin) is 0.0 kcal/mol. The spin multiplicity is 1. The largest force on an atom is 0.1 eV Å⁻¹. As for the charge: 0.